The following is a quantum chemistry calculation of a 9-piece molecular cluster, C13H44O13 overall, from the OMol25 dataset.

CARTESIAN COORDINATES (ANGSTROEM)
O -21.53656 -15.22634 15.03318
C -20.45422 -15.96552 15.58584
C -19.44347 -16.55710 14.56441
O -19.95111 -17.72914 13.95113
H -21.67376 -14.53395 15.68385
H -19.85221 -15.23047 16.12005
H -20.75013 -16.76640 16.26344
H -18.51675 -16.87495 15.04219
H -19.27182 -15.84408 13.75805
H -20.86561 -17.52688 13.74047
O -17.32203 -15.98819 27.98596
C -18.32896 -15.21181 27.34952
C -17.75081 -14.79467 25.95468
O -16.74528 -13.84276 26.06692
H -17.44045 -16.09033 28.93314
H -19.32947 -15.64228 27.30743
H -18.50527 -14.33027 27.96586
H -18.58069 -14.36101 25.39670
H -17.48909 -15.70294 25.41186
H -17.17602 -13.13245 26.54808
O -21.57281 -11.25543 19.04457
C -20.76816 -11.40752 20.20713
C -19.66113 -10.31626 20.23276
O -20.13210 -9.01053 20.51968
H -22.13647 -10.50919 19.26138
H -21.44175 -11.32919 21.06049
H -20.34847 -12.41343 20.19641
H -19.19605 -10.30305 19.24705
H -18.89903 -10.59446 20.96071
H -20.56698 -9.02313 21.37544
O -18.93812 -4.46917 23.34186
C -20.03876 -3.78519 23.90496
C -20.86252 -4.68354 24.78294
O -21.47913 -5.76523 24.21095
H -19.38523 -5.20476 22.91690
H -19.73248 -2.95884 24.54638
H -20.71096 -3.49648 23.09694
H -21.74331 -4.15089 25.14153
H -20.27777 -5.07689 25.61447
H -21.66534 -6.35317 24.94665
C -26.33495 -15.81117 20.41217
O -27.35133 -16.41769 21.23782
H -26.62644 -15.92914 19.36851
H -26.21030 -14.76209 20.68050
H -25.39818 -16.36737 20.44705
H -28.22720 -16.22088 20.89764
C -14.38213 -13.86590 16.49054
O -14.77475 -13.29537 15.22180
H -14.14692 -14.91180 16.29341
H -13.53076 -13.37857 16.96572
H -15.25462 -13.80247 17.14080
H -14.58476 -12.35803 15.30490
C -25.62201 -7.05624 19.79800
O -25.60786 -8.46301 19.92357
H -25.84689 -6.81065 18.76011
H -26.47137 -6.65039 20.34752
H -24.68409 -6.57340 20.07237
H -25.75489 -8.68420 20.84610
C -26.22028 -12.39107 24.88683
O -25.77958 -11.15536 24.40790
H -25.49699 -13.19288 24.73833
H -26.47383 -12.22980 25.93458
H -27.17089 -12.65052 24.42084
H -25.21936 -10.78389 25.09329
C -19.29216 -8.50242 14.19992
O -18.66042 -8.01334 12.99821
H -20.37654 -8.50019 14.08940
H -18.88797 -9.47262 14.48877
H -19.14849 -7.69704 14.92020
H -19.00931 -7.13296 12.84070

Its SMILES is OCCO.OCCO.OCCO.OCCO.CO.CO.CO.CO.CO. As for the HOMO-LUMO gap: 0.363 Eh. The value obtained for the electronic energy is -40805.36861 eV. Its LUMO energy is -0.004 Ha. The value obtained for the largest force on an atom is 3.0 eV Å⁻¹.


The following is a quantum chemistry calculation of a 2-piece molecular cluster, C4H8O2 overall, from the OMol25 dataset.

CARTESIAN COORDINATES (ANGSTROEM)
O 1.98337 0.52711 0.46626
C 1.45540 -0.17074 -0.62559
C 0.29538 -1.01197 -0.21726
C -0.96693 0.29970 0.97341
C -1.62758 0.75445 -0.24000
O -1.45994 0.17615 -1.29719
H 1.19794 0.90010 0.90153
H 2.24583 -0.83710 -1.00505
H 1.17399 0.49099 -1.46292
H 0.43746 -1.65655 0.63125
H -0.13650 -1.56630 -1.07265
H -1.35507 -0.62243 1.38343
H -0.98498 1.05736 1.80779
H -2.25837 1.65922 -0.24303

As for the HOMO-LUMO gap: 0.353 Eh. The value obtained for the electronic energy is -8368.84852 eV. Its LUMO energy is 0.001 Ha. The value obtained for the largest force on an atom is 1.4 eV Å⁻¹.


The following is a quantum chemistry calculation of C30H24BaF3N6O2S2 as an isolated structure, from the OMol25 dataset.

CARTESIAN COORDINATES (ANGSTROEM)
Ba -0.91859 -0.79857 -0.39578
N -0.08556 0.70393 4.29441
C 0.12383 0.71543 2.93957
S -0.98530 1.63106 2.00039
N 1.17951 -0.00282 2.57604
N 1.28567 -0.15473 1.23205
C 2.36610 -0.69105 0.80908
C 2.58476 -0.95510 -0.62561
C 3.70927 -1.68332 -1.01734
C 3.92032 -1.93441 -2.35974
C 3.01405 -1.44444 -3.28596
C 1.92503 -0.72764 -2.81571
N 1.71459 -0.47906 -1.52902
H -0.66306 1.43787 4.66317
H 0.67768 0.35796 4.85352
H 3.14934 -0.96053 1.51891
H 4.39393 -2.05525 -0.26643
H 4.78094 -2.51080 -2.67486
H 3.13326 -1.62025 -4.34577
H 1.18812 -0.33437 -3.50785
C -0.03029 2.52681 -1.45693
C -1.34102 2.46358 -2.18162
C -1.64207 3.44768 -3.15807
C -2.79052 3.32884 -3.87426
C -3.68158 2.26463 -3.61513
C -4.88080 2.10928 -4.35251
C -5.71475 1.07681 -4.03323
C -5.41335 0.20267 -2.97603
C -4.26875 0.31387 -2.20620
S -4.01909 -0.74110 -0.84105
C -3.34688 1.36154 -2.58193
N -2.15913 1.47076 -1.91214
H 0.50726 3.44750 -1.68451
H 0.61343 1.69413 -1.74762
H -0.16970 2.45800 -0.37576
H -0.94764 4.26020 -3.32619
H -3.04696 4.04634 -4.64665
H -5.11310 2.80638 -5.14828
H -6.63673 0.92490 -4.58317
H -6.11384 -0.58392 -2.72649
F -4.12280 -2.02868 6.63783
C -2.99385 -2.63161 6.22184
F -2.01002 -2.25243 7.06759
F -3.16458 -3.95940 6.40638
C -2.65223 -2.30627 4.79647
C -3.41986 -1.43747 4.04668
C -3.02082 -1.17439 2.74237
N -1.94579 -1.72720 2.19495
C -1.21620 -2.57260 2.92123
C -1.52742 -2.89296 4.23098
H -4.30041 -0.96108 4.45165
H -3.57518 -0.49288 2.10694
H -0.35535 -3.00019 2.42085
H -0.90431 -3.57676 4.79032
O -0.43311 -2.71872 -2.07100
C 0.03776 -3.48789 -1.19777
O 0.12255 -3.21079 0.02576
C 0.56387 -4.82671 -1.65062
C -0.12400 -5.59696 -2.57713
C 0.38669 -6.82587 -2.96913
C 1.59638 -7.27494 -2.46007
C 2.29418 -6.49892 -1.54340
C 1.76984 -5.28397 -1.12983
H -1.05104 -5.21864 -2.98714
H -0.15845 -7.43392 -3.68080
H 1.99568 -8.23062 -2.77723
H 3.23923 -6.84664 -1.14483
H 2.27501 -4.67179 -0.39307

As for the HOMO-LUMO gap: 0.233 Eh. The value obtained for the electronic energy is -75059.54114 eV. As for the charge: -1. Its LUMO energy is 0.086 Ha. The value obtained for the largest force on an atom is 1.3 eV Å⁻¹.